Entry 1:
A molecular structure, C8H20Br2CuO8S2 in a non-equilibrium geometry, computed with ωB97M-V/def2-TZVPD.

Last column: Mulliken spin population.
CARTESIAN COORDINATES (ANGSTROEM)
Cu1 1.133 -1.386 0.276  0.606
Br1 1.392 -3.807 -0.768  0.190
Br2 2.431 -2.254 2.664  0.188
O1 3.233 -0.789 -0.467  0.821
C1 3.112 0.034 -1.642  -0.039
C2 1.653 0.547 -2.101  0.078
O2 0.542 -0.187 -1.521  0.115
H1 3.613 -0.508 -2.444  0.005
H2 3.746 0.921 -1.651  0.016
H3 1.592 0.540 -3.189  0.002
H4 1.617 1.611 -1.866  -0.003
O3 -0.905 -2.034 1.125  0.013
S1 -2.232 -2.654 1.381  0.000
O4 -2.935 -2.375 2.596  0.000
O5 -3.259 -2.203 0.089  0.000
C3 -2.577 -1.947 -1.142  -0.002
C4 -3.643 -1.766 -2.275  0.000
C5 -1.980 -4.443 1.021  -0.001
H5 -1.992 -2.825 -1.415  0.000
H6 -1.893 -1.099 -1.165  0.000
H7 -4.366 -0.985 -2.040  0.000
H8 -4.258 -2.660 -2.170  0.000
H9 -3.303 -1.528 -3.283  0.000
H10 -1.299 -4.817 1.785  0.000
H11 -1.677 -4.662 -0.003  0.000
H12 -2.959 -4.917 1.098  0.000
O6 0.556 0.414 1.387  0.008
S2 0.356 1.872 1.498  0.003
O7 0.260 2.472 2.810  0.002
O8 1.644 2.592 0.783  -0.002
C6 1.721 3.979 0.880  -0.001
C7 3.032 4.124 1.679  0.000
C8 -1.120 2.349 0.400  0.000
H13 0.882 4.456 1.387  0.000
H14 1.676 4.336 -0.149  0.000
H15 3.301 5.171 1.820  0.000
H16 3.900 3.637 1.234  0.000
H17 3.000 3.655 2.663  0.000
H18 -2.012 2.415 1.023  0.000
H19 -1.192 1.458 -0.223  -0.001
H20 -0.788 3.268 -0.084  0.000

Results
HOMO energy (alpha / beta)	-0.176 / -0.170	Eh
E_tot	-231392.648	eV
E_LUMO (alpha / beta)	0.083 / 0.039	Ha
⟨S²⟩	2.014
total charge	-1
strongest force on any atom	4.051	eV/Å
energy above the lowest of the compared OMol25 structures with the same formula, charge and spin	17.4	kcal/mol
multiplicity	3
frontier orbital gap (alpha / beta)	7.05 / 5.69	eV



Entry 2:
2 unconnected molecules or ions with the total composition C26H50N3O2PSSi in a non-equilibrium geometry, computed with ωB97M-V/def2-TZVPD.

Last column: Löwdin charge in e.
CARTESIAN COORDINATES (ANGSTROEM)
C1 0.827 2.610 -3.070  -0.152
C2 1.250 4.154 -3.421  -0.249
C3 0.422 5.309 -2.606  -0.225
C4 -0.175 4.850 -1.151  -0.227
C5 -1.801 4.666 -1.331  -0.218
C6 -2.346 3.953 0.075  -0.210
C7 -2.027 2.349 -0.084  -0.218
C8 -3.251 1.472 -0.742  -0.210
C9 -2.874 0.829 -2.234  -0.205
C10 -1.904 -0.484 -1.970  -0.215
C11 -0.799 -0.753 -3.157  -0.203
C12 0.420 -1.665 -2.527  -0.210
C13 1.923 -0.984 -2.717  -0.195
C14 3.140 -1.944 -2.120  -0.221
C15 3.988 -1.204 -0.889  -0.301
P1 3.978 -2.317 0.676  0.634
C16 2.604 -3.613 1.045  -0.384
N1 1.224 -3.201 0.569  -0.061
N2 4.838 -3.564 -0.323  -0.195
C17 6.050 -3.768 0.338  -0.704
S1 7.689 -4.177 0.647  0.556
Si1 3.070 -0.775 1.949  0.362
C18 4.396 0.625 2.317  -0.263
C19 2.456 -1.387 3.668  -0.248
C20 1.567 0.155 1.123  -0.243
H1 -0.317 2.519 -2.834  0.045
H2 1.432 2.175 -2.138  0.075
H3 1.065 1.877 -3.982  0.083
H4 0.994 4.314 -4.576  0.110
H5 2.414 4.263 -3.305  0.106
H6 1.130 6.255 -2.491  0.111
H7 -0.475 5.655 -3.292  0.109
H8 0.014 5.768 -0.412  0.119
H9 0.355 3.930 -0.659  0.104
H10 -2.272 5.745 -1.406  0.118
H11 -2.095 3.960 -2.223  0.106
H12 -3.489 4.203 0.199  0.107
H13 -1.696 4.440 0.939  0.112
H14 -1.758 1.919 0.995  0.112
H15 -1.082 2.230 -0.798  0.092
H16 -3.437 0.549 -0.016  0.093
H17 -4.270 2.064 -0.813  0.109
H18 -3.888 0.428 -2.679  0.107
H19 -2.421 1.618 -2.972  0.094
H20 -2.576 -1.461 -1.849  0.126
H21 -1.412 -0.308 -0.899  0.101
H22 -1.331 -1.438 -3.972  0.115
H23 -0.437 0.208 -3.718  0.084
H24 0.237 -1.680 -1.349  0.071
H25 0.354 -2.771 -2.914  0.116
H26 2.107 -0.911 -3.888  0.116
H27 2.026 0.075 -2.221  0.078
H28 2.698 -2.993 -1.787  0.094
H29 3.899 -2.150 -2.991  0.107
H30 5.127 -1.154 -1.243  0.106
H31 3.662 -0.096 -0.704  0.063
H32 5.128 -2.343 1.589  0.015
H33 2.621 -3.993 2.176  0.098
H34 2.898 -4.577 0.406  0.100
H35 0.650 -2.766 1.324  0.055
H36 0.669 -4.017 0.205  0.091
H37 5.401 0.175 2.770  0.047
H38 3.935 1.450 3.046  0.056
H39 4.671 1.201 1.329  0.034
H40 2.212 -2.529 3.738  0.025
H41 1.466 -0.800 3.976  0.051
H42 3.255 -1.097 4.504  0.053
H43 1.067 -0.572 0.352  0.013
H44 0.859 0.512 1.984  0.041
H45 2.009 1.117 0.602  0.038
O1 -1.636 -2.525 2.988  0.046
N3 -2.532 -3.121 3.605  -0.323
O2 -2.352 -4.131 4.300  0.067
C21 -3.899 -2.597 3.501  -0.141
C22 -4.154 -1.479 2.695  0.000
C23 -5.461 -1.000 2.580  -0.065
C24 -6.499 -1.630 3.268  -0.071
C25 -6.241 -2.737 4.078  -0.066
C26 -4.938 -3.227 4.198  0.000
H46 -3.356 -0.977 2.153  0.108
H47 -5.670 -0.137 1.952  0.107
H48 -7.517 -1.256 3.171  0.108
H49 -7.055 -3.220 4.613  0.109
H50 -4.754 -4.092 4.831  0.120

Results
structure (SMILES)	CCCCCCCCCCCCCCC[PH](CN)(N=C=S)[Si](C)(C)C.O=[N+]([O-])c1ccccc1
HOMO energy	-0.286	Eh
E_tot	-64326.276	eV
E_LUMO	-0.034	Ha
total charge	0
strongest force on any atom	10.632	eV/Å
frontier orbital gap	6.86	eV



Entry 3:
A single C3H4Cl2INO molecule in a non-equilibrium geometry, computed with ωB97M-V/def2-TZVPD.

Last column: Löwdin charge in e.
CARTESIAN COORDINATES (ANGSTROEM)
N1 -0.551 -0.366 1.585  0.003
C1 0.296 -0.270 0.446  -0.787
Cl1 1.909 0.317 1.093  0.554
C2 -0.110 0.661 -0.605  -0.765
Cl2 -1.001 2.112 -0.228  0.725
C3 0.265 0.560 -1.899  -0.707
O1 -0.198 1.641 -2.909  -0.175
I1 1.768 -0.715 -2.668  0.919
H1 -0.076 -0.820 2.252  0.003
H2 -0.500 0.599 2.047  0.094
H3 0.567 -1.215 -0.019  0.066
H4 0.312 1.526 -3.763  0.069

Results
structure (SMILES)	N[C@H](Cl)/C(Cl)=C(/O)I
HOMO energy	-0.340	Eh
E_tot	-39857.288	eV
E_LUMO	-0.007	Ha
total charge	0
strongest force on any atom	4.978	eV/Å
energy above the lowest of the compared OMol25 structures with the same formula, charge and spin	8.5	kcal/mol
frontier orbital gap	9.07	eV



Entry 4:
2 unconnected molecules or ions with the total composition H4O2 in a non-equilibrium geometry, computed with ωB97M-V/def2-TZVPD.

Last column: Löwdin charge in e.
CARTESIAN COORDINATES (ANGSTROEM)
O1 -1.520 -0.204 -0.161  -0.060
H1 -1.520 0.606 0.367  0.034
H2 -2.395 -0.583 -0.021  0.036
O2 2.099 -0.274 -0.074  -0.076
H3 1.346 -0.096 0.500  0.013
H4 1.990 0.550 -0.611  0.053

Results
structure (SMILES)	O.O
HOMO energy	-0.416	Eh
E_tot	-4159.663	eV
E_LUMO	0.023	Ha
total charge	0
strongest force on any atom	1.937	eV/Å
energy above the lowest of the compared OMol25 structures with the same formula, charge and spin	6.4	kcal/mol
frontier orbital gap	11.95	eV



Entry 5:
A molecular structure, C42H46AsFIrO, computed with ωB97M-V/def2-TZVPD.

Last column: Mulliken spin population.
CARTESIAN COORDINATES (ANGSTROEM)
Ir1 0.781 0.203 1.343  0.512
C1 -0.120 0.389 4.701  0.005
C2 0.827 0.801 3.616  -0.034
C3 1.913 -0.079 3.248  0.044
C4 2.132 -1.376 3.974  -0.019
C5 2.898 0.372 2.317  -0.025
C6 4.144 -0.443 2.101  0.015
C7 2.705 1.594 1.591  0.108
C8 3.675 2.017 0.523  -0.010
C9 1.545 2.370 1.855  -0.025
C10 1.284 3.590 1.022  0.004
C11 0.649 2.014 2.922  0.027
C12 -0.476 2.942 3.304  0.000
H1 0.260 0.735 5.667  -0.001
H2 -0.233 -0.689 4.750  0.001
H3 -1.109 0.813 4.555  0.001
H4 2.663 -1.193 4.912  0.000
H5 2.719 -2.070 3.379  0.003
H6 1.193 -1.871 4.207  0.002
H7 3.995 -1.217 1.344  -0.002
H8 4.444 -0.925 3.027  0.000
H9 4.964 0.191 1.776  -0.001
H10 3.148 2.411 -0.344  0.002
H11 4.285 1.188 0.181  0.001
H12 4.335 2.804 0.895  0.005
H13 2.037 4.353 1.235  -0.001
H14 0.300 4.013 1.187  -0.001
H15 1.364 3.336 -0.031  0.000
H16 -1.384 2.720 2.738  0.002
H17 -0.215 3.979 3.118  0.001
H18 -0.704 2.851 4.362  0.000
O1 -0.486 1.149 0.086  -0.023
As1 -1.293 0.990 -1.416  0.012
C13 -2.388 2.538 -1.481  -0.001
C14 -3.247 2.772 -0.408  0.002
C15 -4.094 3.868 -0.445  0.000
C16 -4.083 4.715 -1.548  0.000
C17 -3.233 4.471 -2.616  0.000
C18 -2.379 3.377 -2.589  0.000
C19 -2.413 -0.540 -1.607  -0.001
C20 -3.653 -0.331 -2.209  0.000
C21 -4.505 -1.409 -2.401  0.000
C22 -4.124 -2.678 -1.987  0.000
C23 -2.887 -2.878 -1.388  0.001
C24 -2.021 -1.812 -1.201  -0.003
C25 0.021 1.052 -2.792  -0.002
C26 0.843 2.174 -2.903  0.005
C27 1.814 2.213 -3.890  0.000
C28 1.952 1.143 -4.768  0.003
C29 1.117 0.040 -4.669  -0.005
C30 0.145 -0.010 -3.678  0.006
H19 -3.263 2.097 0.439  0.000
H20 -4.769 4.057 0.379  0.000
H21 -4.748 5.568 -1.575  0.000
H22 -3.237 5.129 -3.474  0.000
H23 -1.725 3.182 -3.429  0.000
H24 -3.963 0.660 -2.516  0.000
H25 -5.469 -1.254 -2.866  0.000
H26 -4.797 -3.513 -2.128  0.000
H27 -2.600 -3.868 -1.056  0.000
H28 -1.063 -1.968 -0.727  0.006
H29 0.702 3.025 -2.249  0.000
H30 2.446 3.085 -3.994  0.000
H31 2.702 1.182 -5.548  0.000
H32 1.212 -0.777 -5.373  -0.001
H33 -0.524 -0.858 -3.612  0.003
F1 -3.982 -3.369 2.875  0.000
C31 -2.936 -2.613 2.546  0.003
C32 -1.717 -3.222 2.326  0.004
C33 -0.632 -2.437 1.964  0.007
C34 -0.772 -1.053 1.840  0.051
C35 -2.018 -0.470 2.074  -0.021
C36 -3.106 -1.249 2.438  0.000
H34 -1.627 -4.295 2.432  0.001
H35 0.319 -2.920 1.779  -0.003
H36 -2.151 0.601 1.980  0.006
H37 -4.077 -0.813 2.633  0.000
C37 3.672 -3.349 -1.433  0.004
C38 2.145 -3.204 -1.404  0.145
C39 1.607 -3.002 -2.833  0.015
C40 1.492 -4.454 -0.788  0.043
C41 1.766 -2.046 -0.593  0.175
C42 1.406 -1.125 0.144  -0.035
H38 3.948 -4.195 -2.063  0.000
H39 4.065 -3.534 -0.432  -0.004
H40 4.142 -2.453 -1.837  -0.003
H41 1.843 -3.892 -3.418  0.001
H42 2.073 -2.139 -3.306  0.002
H43 0.524 -2.871 -2.828  -0.002
H44 1.780 -5.326 -1.374  0.003
H45 0.404 -4.373 -0.797  -0.004
H46 1.824 -4.609 0.240  -0.003

Results
HOMO energy (alpha / beta)	-0.508 / -0.506	Eh
E_tot	-112727.474	eV
E_LUMO (alpha / beta)	-0.213 / -0.309	Ha
⟨S²⟩	0.766
total charge	+2
strongest force on any atom	0.578	eV/Å
energy above the lowest of the compared OMol25 structures with the same formula, charge and spin	0.4	kcal/mol
multiplicity	2
frontier orbital gap (alpha / beta)	8.01 / 5.36	eV



Entry 6:
A molecular structure, C23H43LaN2OP3Se in a non-equilibrium geometry, computed with ωB97M-V/def2-TZVPD.

Last column: Löwdin charge in e.
CARTESIAN COORDINATES (ANGSTROEM)
La1 -0.066 -0.862 0.000  1.419
P1 0.341 1.934 1.780  0.709
P2 -2.552 0.800 0.020  0.650
P3 2.656 0.190 0.047  0.642
H1 -1.312 -3.256 -6.502  0.046
C1 -0.561 -3.973 -6.144  -0.075
C2 -0.602 -4.324 -4.834  -0.079
H2 -1.357 -4.047 -4.038  0.059
C3 0.346 3.504 0.842  -0.260
C4 -1.008 2.151 2.988  -0.252
C5 1.831 2.142 2.811  -0.252
C6 -3.183 -0.134 -1.418  -0.290
C7 -3.916 0.685 1.241  -0.241
C8 -2.734 2.536 -0.507  -0.275
C9 2.779 -0.925 -1.407  -0.310
C10 4.049 -0.355 1.101  -0.241
C11 3.259 1.784 -0.593  -0.259
H3 0.073 -4.311 -6.991  0.082
H4 0.117 -4.999 -4.360  0.044
H5 0.456 4.347 1.530  0.074
H6 -0.579 3.606 0.272  0.003
H7 1.182 3.483 0.136  0.021
H8 -0.807 3.019 3.628  0.073
H9 -1.072 1.243 3.604  0.042
H10 -1.957 2.304 2.457  0.013
H11 1.784 3.103 3.335  0.075
H12 2.722 2.118 2.172  0.012
H13 1.872 1.322 3.537  0.034
H14 -4.271 0.007 -1.486  0.077
H15 -2.948 -1.211 -1.309  0.042
H16 -2.685 0.245 -2.322  0.020
H17 -4.803 1.224 0.876  0.075
H18 -3.612 1.091 2.215  0.040
H19 -4.176 -0.368 1.390  0.052
H20 -3.776 2.759 -0.726  0.075
H21 -2.151 2.697 -1.418  -0.009
H22 -2.370 3.232 0.250  0.035
H23 3.843 -1.116 -1.591  0.076
H24 2.304 -0.448 -2.274  0.024
H25 2.270 -1.894 -1.227  0.029
H26 4.957 -0.518 0.501  0.073
H27 3.793 -1.294 1.609  0.050
H28 4.251 0.392 1.881  0.056
H29 4.259 1.650 -1.018  0.078
H30 3.283 2.543 0.194  0.045
H31 2.580 2.128 -1.381  -0.012
C12 0.107 1.033 -3.910  -0.570
C13 -0.510 -0.186 -4.271  -0.136
C14 -0.229 -0.749 -5.500  -0.017
C15 0.538 -0.075 -6.454  0.036
C16 1.004 1.213 -6.155  -0.013
C17 0.840 1.764 -4.885  -0.055
Se1 0.067 1.504 -2.095  0.888
H32 -0.338 -1.019 -2.003  -0.042
H33 -1.131 -0.713 -3.531  0.045
H34 -0.574 -1.754 -5.708  0.057
H35 0.804 -0.514 -7.424  0.147
H36 1.523 1.804 -6.913  0.137
H37 1.301 2.723 -4.609  0.129
N1 -0.020 -2.407 7.479  0.194
C18 -0.969 -2.609 6.506  -0.458
O1 -1.996 -3.242 6.718  0.108
C19 -0.636 -2.073 5.150  -0.074
C20 -1.603 -2.128 4.143  0.048
C21 -1.289 -1.724 2.849  -0.145
N2 -0.063 -1.241 2.485  -0.182
C22 0.882 -1.171 3.485  -0.116
C23 0.622 -1.563 4.796  0.037
H38 -0.279 -2.695 8.409  0.133
H39 0.771 -1.792 7.385  0.096
H40 -2.589 -2.524 4.374  0.143
H41 -2.042 -1.772 2.043  0.092
H42 1.878 -0.802 3.226  0.096
H43 1.425 -1.491 5.539  0.130

Results
HOMO energy (alpha / beta)	-0.602 / -0.602	Eh
E_tot	-123620.508	eV
E_LUMO (alpha / beta)	-0.436 / -0.426	Ha
total charge	+3
strongest force on any atom	3.301	eV/Å
energy above the lowest of the compared OMol25 structures with the same formula, charge and spin	4.3	kcal/mol
frontier orbital gap (alpha / beta)	4.52 / 4.81	eV



Entry 7:
2 unconnected molecules or ions with the total composition C6H10O3 in a non-equilibrium geometry, computed with ωB97M-V/def2-TZVPD.

Last column: Löwdin charge in e.
CARTESIAN COORDINATES (ANGSTROEM)
C1 1.736 -1.858 -0.702  -0.450
C2 1.870 -1.171 0.599  0.046
C3 2.023 -0.034 1.198  0.062
O1 1.967 -1.085 -1.698  -0.126
H1 2.031 -2.926 -0.698  0.137
H2 0.619 -1.882 -0.115  0.197
H3 2.905 0.188 1.786  0.084
H4 1.261 0.737 1.276  0.078
C4 -0.641 0.898 -1.897  -0.017
C5 -1.953 0.883 1.570  0.017
C6 -1.474 0.328 0.253  -0.566
O2 -1.083 1.301 -0.580  -0.052
O3 -1.380 -0.851 0.002  0.072
H5 -0.567 1.818 -2.469  0.092
H6 -1.370 0.222 -2.344  0.098
H7 0.327 0.397 -1.842  0.066
H8 -1.505 1.852 1.780  0.084
H9 -3.037 1.007 1.516  0.092
H10 -1.729 0.175 2.364  0.088

Results
HOMO energy (alpha / beta)	-0.325 / -0.326	Eh
E_tot	-12521.523	eV
E_LUMO (alpha / beta)	-0.015 / -0.015	Ha
total charge	0
strongest force on any atom	1.980	eV/Å
energy above the lowest of the compared OMol25 structures with the same formula, charge and spin	121.1	kcal/mol
frontier orbital gap (alpha / beta)	8.44 / 8.44	eV



Entry 8:
A single C6H9N molecule, computed with ωB97M-V/def2-TZVPD.

Last column: Löwdin charge in e.
CARTESIAN COORDINATES (ANGSTROEM)
C1 3.457 0.342 0.185  -0.112
C2 2.089 -0.056 -0.149  -0.084
C3 0.955 -0.379 -0.403  -0.016
C4 -0.423 -0.783 -0.704  -0.235
N1 -1.337 -0.420 0.373  -0.127
C5 -2.736 -0.354 -0.004  -0.154
C6 -1.963 0.883 0.269  -0.148
H1 3.876 1.001 -0.582  0.075
H2 4.112 -0.531 0.276  0.076
H3 3.478 0.878 1.139  0.077
H4 -0.732 -0.345 -1.672  0.118
H5 -0.466 -1.873 -0.821  0.123
H6 -3.439 -0.745 0.727  0.099
H7 -2.993 -0.557 -1.045  0.103
H8 -1.709 1.508 -0.588  0.106
H9 -2.086 1.420 1.207  0.100

Results
structure (SMILES)	CC#CCN1CC1
HOMO energy	-0.339	Eh
E_tot	-7854.998	eV
E_LUMO	0.040	Ha
total charge	0
strongest force on any atom	0.661	eV/Å
energy above the lowest of the compared OMol25 structures with the same formula, charge and spin	72.9	kcal/mol
frontier orbital gap	10.33	eV